Density functional theory data (ωB97M-V with the def2-TZVPD basis set) for C14H23N3O5Pt as an isolated structure in a non-equilibrium geometry.

```
46
Properties=species:S:1:pos:R:3:forces:R:3:nbo_charge:R:1
C -1.2016 -2.2859 -4.3575 -0.701 0.407 -1.487 -0.3592
C -1.7115 -1.4166 -5.2654 0.623 -2.052 0.531 -0.0044
H -1.1893 -3.3493 -4.5824 0.174 0.180 0.244 0.2135
H -0.8198 -1.9187 -3.4237 -0.079 -0.287 -0.526 0.1265
C -1.7849 0.0016 -4.9685 0.156 1.692 1.265 0.0142
C -1.3979 0.5204 -3.7666 -0.513 -0.039 -1.459 -0.4130
H -1.0409 -0.0912 -2.9429 -0.182 0.330 -0.408 0.1478
H -1.4595 1.5993 -3.6203 -0.002 -0.293 0.119 0.2018
C -2.1771 -1.9455 -6.6070 -0.117 -0.043 0.024 -0.6437
H -1.9737 -3.0194 -6.6506 -0.070 0.195 -0.088 0.2266
H -1.6569 -1.4674 -7.4522 -0.153 -0.084 0.347 0.2311
H -3.2586 -1.8037 -6.7619 0.349 0.040 0.083 0.2303
C -2.3444 0.9032 -6.0457 0.067 0.152 -0.050 -0.6451
H -3.3395 0.5678 -6.3814 0.363 0.063 0.174 0.2335
H -1.6950 0.9185 -6.9367 -0.201 -0.047 0.305 0.2318
H -2.4386 1.9273 -5.6741 0.011 -0.154 -0.115 0.2226
Pt -0.5320 -0.1980 3.4366 -0.125 0.427 0.510 1.2759
O -0.0880 -0.6594 1.5184 0.179 0.642 -1.985 -0.6901
C 0.5149 0.0003 0.6036 -0.883 -0.567 1.862 0.7291
O 1.1716 1.0659 3.3107 1.588 1.687 -2.405 -0.6593
C 1.7476 1.3850 2.2301 -0.270 0.330 1.910 0.9371
O 2.7501 2.2395 2.2421 -0.789 -0.895 -0.651 -0.3953
N 1.4675 0.9480 0.9557 -0.624 -0.667 -0.287 -0.4569
C 3.2492 2.4005 0.8670 0.794 0.944 0.310 -0.0917
C 2.4321 1.4916 -0.0039 -0.236 -0.382 -0.791 -0.2512
H 4.3046 2.1291 0.8774 -0.123 0.187 0.074 0.2383
H 3.1171 3.4474 0.5835 0.158 -0.146 0.296 0.2401
H 3.0280 0.6947 -0.4620 -0.154 0.021 0.236 0.2418
H 1.9247 2.0187 -0.8122 0.003 0.114 0.176 0.2457
C 0.2634 -0.2963 -0.7842 0.389 -0.168 0.006 -0.3932
C -0.4458 -1.4145 -1.0509 0.544 0.655 0.829 -0.0939
H 0.7411 0.3561 -1.5206 -0.209 -0.639 0.024 0.2553
H -0.9630 -1.9208 -0.2372 0.265 -0.086 -0.246 0.2308
H -0.4671 -1.8392 -2.0332 -0.235 0.011 0.113 0.2285
C -0.5233 1.0569 8.0508 -0.402 0.402 0.417 -0.2682
O 0.5637 0.3379 7.4003 0.224 -0.767 -1.844 -0.4405
C 0.4316 -0.0048 6.1339 -1.757 1.097 0.635 0.9217
O -0.5855 0.3196 5.4390 0.426 -0.226 1.007 -0.6938
N 1.4249 -0.7152 5.5828 0.347 -0.613 -0.466 -0.4565
N 1.1551 -1.2142 4.2550 1.316 -1.520 1.752 -0.6191
H -0.9013 0.4229 8.8535 0.136 -0.011 -0.178 0.2265
H -1.3224 1.3110 7.3554 0.238 -0.125 0.018 0.2222
H -0.0880 1.9610 8.4737 0.029 -0.132 -0.093 0.2276
H 2.1630 -1.1404 6.1550 -0.432 0.225 -0.390 0.4485
H 2.0057 -1.1096 3.6981 -0.230 0.133 0.125 0.4124
H 0.9495 -2.2139 4.3183 0.109 0.008 0.073 0.4142
```
Forces are in eV/Å.

Summary:
Total charge: +2
Multiplicity: 3
HOMO-LUMO gap (spin up / spin down): 4.85 / 4.10 eV
ΔE to the lowest compared entry with this formula, charge and spin: 0.00 kcal/mol
Max |F|: 0.065 Eh/bohr

Density functional theory data (ωB97M-V with the def2-TZVPD basis set) for C14H23N6O5Zn as an isolated structure.

```
49
Properties=species:S:1:pos:R:3:forces:R:3:nbo_charge:R:1
Zn 0.1123 0.3960 -0.0836 -0.045 -0.068 -0.198 1.7021
O -1.3333 4.5033 0.1337 -0.013 -0.029 0.001 -0.6457
C -0.8968 3.3037 -0.2226 0.023 -0.030 -0.060 0.8049
O -0.9017 2.3446 0.5175 -0.047 0.073 0.056 -0.6623
C -0.4612 3.2934 -1.6717 0.060 -0.066 0.042 -0.1819
O 0.1999 2.1123 -2.0415 0.061 0.005 0.008 -0.5622
C 1.6253 2.2539 -2.1877 -0.052 0.018 -0.019 -0.1926
C 2.4035 2.0735 -0.8824 -0.049 -0.177 0.129 0.7463
O 3.5051 2.5782 -0.7974 -0.130 -0.048 0.023 -0.6258
O 1.8168 1.3377 0.0029 0.251 0.196 0.007 -0.9303
H -1.6570 4.4683 1.0468 -0.006 -0.006 0.029 0.5087
H 0.1463 4.1803 -1.8572 0.018 0.038 -0.004 0.2276
H -1.3730 3.3931 -2.2648 -0.056 0.017 -0.039 0.2296
H 1.8723 3.2163 -2.6313 -0.017 0.045 -0.040 0.2055
H 1.9379 1.4683 -2.8747 0.003 -0.023 -0.039 0.2129
C 3.2298 -0.8629 3.7795 -0.039 0.076 -0.042 -0.4255
N 2.0796 -0.1115 3.2848 0.078 0.017 0.059 -0.3991
C 1.9372 1.2797 3.7153 0.012 -0.119 -0.004 -0.4176
C 1.2633 -0.5939 2.3325 -0.025 -0.153 -0.105 0.6758
N 0.1666 -0.0287 1.9259 0.047 -0.115 0.062 -0.9508
N 1.6580 -1.8273 1.7877 -0.127 0.196 -0.085 -0.6271
C 1.4592 -2.2843 0.4946 -0.014 0.014 0.103 0.6470
N 1.9348 -3.5397 0.2906 -0.004 0.067 0.033 -0.8025
N 0.8944 -1.5661 -0.4089 -0.016 0.067 0.070 -0.8974
H 3.6763 -0.3041 4.5944 0.003 0.010 0.033 0.2388
H 3.9897 -0.9995 3.0082 0.009 0.009 -0.037 0.2164
H 2.9342 -1.8307 4.1898 -0.019 -0.014 0.022 0.1993
H 2.9227 1.6618 3.9672 0.008 -0.013 0.035 0.2280
H 1.2855 1.3768 4.5852 -0.039 -0.008 -0.015 0.2069
H 1.5668 1.8850 2.8907 0.016 0.020 -0.032 0.2295
H -0.0160 0.8225 2.4402 -0.038 0.033 0.014 0.3846
H 2.2985 -2.3626 2.3431 0.110 0.003 -0.024 0.4103
H 2.3582 -4.0822 1.0201 -0.032 -0.016 0.024 0.4051
H 1.8636 -3.9605 -0.6169 0.026 0.016 -0.022 0.4125
H 0.8444 -2.0358 -1.3038 -0.024 -0.049 0.014 0.3750
C -4.6175 -2.7005 -2.9281 0.067 0.033 0.004 -0.6453
C -3.5861 -1.8412 -2.2544 -0.047 -0.030 -0.075 0.0691
C -3.4741 -1.7764 -0.8705 -0.103 0.009 0.014 -0.2478
C -2.5124 -0.9692 -0.2961 0.079 0.100 0.033 0.0614
N -1.6652 -0.2263 -1.0176 0.094 -0.107 -0.108 -0.5962
C -1.7683 -0.2759 -2.3551 -0.067 0.085 0.057 0.0404
C -2.7006 -1.0623 -2.9990 -0.073 0.028 -0.014 -0.2469
H -5.1906 -3.2798 -2.2068 0.014 0.017 -0.006 0.2286
H -4.1398 -3.3895 -3.6264 -0.017 0.008 0.014 0.2376
H -5.3108 -2.0853 -3.5052 0.029 -0.004 0.032 0.2419
H -4.1404 -2.3479 -0.2363 0.038 0.018 -0.018 0.2324
H -2.4038 -0.9077 0.7812 0.039 -0.029 -0.042 0.2198
H -1.0870 0.3595 -2.9110 -0.004 -0.096 0.069 0.2268
H -2.7464 -1.0563 -4.0814 0.014 -0.015 0.040 0.2325
```
Forces are in eV/Å.

Summary:
Total charge: +1
Multiplicity: 1
HOMO-LUMO gap: 9.03 eV
ΔE to the lowest compared entry with this formula, charge and spin: 4.05 kcal/mol
Max |F|: 0.006 Eh/bohr

no.,electronic energy (eV)
1,-32825.470
2,-82485.399